18 unconnected molecules or ions with the total composition C92H104O28 in a non-equilibrium geometry. Source: the OMol25 dataset; level of theory: ωB97M-V with the def2-TZVPD basis set.

```
224
Properties=species:S:1:pos:R:3:forces:R:3
C 22.969860 9.702595 16.572743 1.1 0.0 -1.1
C 23.377305 10.383655 15.488930 -1.3 0.1 1.3
C 22.472933 11.417988 14.915923 0.2 -1.3 -0.3
O 22.893567 12.206408 14.104475 0.1 0.7 -0.4
C 21.046535 11.400420 15.307776 -0.1 0.6 1.3
C 20.713653 10.802951 16.484988 -0.7 0.6 -2.3
C 21.600826 9.801383 17.084371 0.5 0.0 -0.1
O 21.191363 8.988224 17.876137 -0.4 -0.2 0.6
H 23.616564 8.973603 17.044431 -0.1 0.0 0.1
H 24.340191 10.293008 15.051326 0.7 0.0 -0.2
H 20.439328 12.089049 14.677042 0.1 -0.7 0.8
H 19.706610 10.833446 16.866379 -0.1 0.1 0.1
C 24.222590 18.883858 15.270016 0.7 0.7 0.7
C 23.933171 19.567565 14.179788 0.3 0.4 -1.2
C 24.016130 18.944477 12.810670 0.1 0.5 0.7
O 23.779029 19.587963 11.817118 -0.2 0.3 -0.3
C 24.470164 17.553693 12.725882 0.1 -0.4 0.3
C 24.862518 16.886575 13.790647 0.3 1.6 2.1
C 24.740596 17.530556 15.165627 -1.2 -1.3 -0.7
O 24.867561 16.854245 16.161203 0.7 -0.4 0.2
H 24.239086 19.319240 16.274088 -0.2 -0.1 -0.3
H 23.780074 20.641570 14.176604 -0.5 -0.1 0.1
H 24.477376 17.059593 11.796788 0.0 -0.1 -1.3
H 25.305375 15.931695 13.858377 0.2 -1.1 -0.4
C 24.718414 15.758044 19.064706 -0.7 -0.9 -0.4
C 24.955523 14.507775 18.727611 -0.9 -0.6 0.2
C 23.918238 13.570475 18.154540 0.0 1.2 -0.2
O 24.276095 12.488328 17.772508 -0.2 -0.8 -0.2
C 22.515634 14.105991 18.023653 0.2 -0.9 -0.4
C 22.303569 15.353230 18.401318 -0.3 0.0 -0.3
C 23.394042 16.280808 18.738244 0.3 -0.6 0.3
O 23.215843 17.455277 18.645168 -0.6 2.1 0.1
H 25.468498 16.383735 19.464772 0.5 0.8 0.3
H 25.898675 14.078492 18.904333 1.1 -0.7 0.0
H 21.687879 13.542857 17.537173 0.9 0.0 0.7
H 21.331467 15.786700 18.272879 -0.2 0.4 0.0
C 16.362591 18.384091 20.522605 -0.8 -0.8 -0.4
C 16.226118 17.232806 21.203102 0.0 2.3 0.1
C 16.685028 17.227473 22.604777 0.5 0.2 -0.4
O 16.866238 16.185623 23.171706 -0.1 -1.4 1.0
C 17.117485 18.481346 23.254503 0.6 1.0 -0.1
C 17.257733 19.601052 22.536811 -0.4 -0.5 1.3
C 16.850795 19.627586 21.170395 0.4 0.2 -2.5
O 16.997093 20.622964 20.473271 -0.2 -0.1 0.3
H 16.055457 18.470111 19.463334 0.2 0.0 0.7
H 15.734406 16.383074 20.809360 0.0 -0.9 -0.4
H 17.490163 18.453626 24.275059 -0.2 -0.3 0.0
H 17.623296 20.535918 22.907015 0.3 0.3 0.4
C 18.434408 10.491762 19.838139 0.6 -0.9 1.1
C 17.972144 9.693432 20.828493 1.4 0.8 -1.0
C 18.844682 9.133235 21.917098 -0.2 1.2 -2.3
O 18.360324 8.476258 22.778896 -0.6 -1.2 1.7
C 20.263604 9.436921 21.785204 1.0 0.6 1.1
C 20.716027 10.371306 20.941620 -1.4 -1.6 -0.1
C 19.858200 10.949503 19.842181 0.7 -0.2 2.0
O 20.388619 11.804612 19.170389 -0.7 0.3 -0.9
H 17.802220 10.757276 19.034487 -0.6 0.5 -0.7
H 16.970777 9.350932 20.822884 -0.9 -0.2 0.1
H 20.906674 9.032371 22.581663 -0.2 0.1 -0.5
H 21.741624 10.605896 20.977533 1.0 0.7 -0.3
C 21.126134 17.847896 13.579669 -0.4 -1.5 0.1
C 21.285868 17.450795 12.301750 -0.1 0.6 1.4
C 21.766872 16.113154 11.944876 0.3 -1.5 -0.9
O 22.097392 15.843040 10.788958 -0.4 0.3 1.5
C 21.845825 15.079726 13.055199 0.6 0.0 -0.2
C 21.680188 15.439816 14.328261 -0.2 -0.4 -1.1
C 21.225953 16.764426 14.694222 -0.1 2.1 -0.7
O 20.895065 17.016117 15.828288 -0.1 0.2 0.4
H 20.775433 18.859991 13.829991 0.3 -0.6 0.1
H 21.113563 18.138248 11.508038 0.1 0.4 -0.7
H 22.155189 14.037645 12.870164 -0.2 0.7 -0.4
H 21.768024 14.722371 15.111210 0.1 -0.4 0.6
C 18.814947 12.686872 24.524086 0.8 0.1 1.0
C 18.441220 12.939680 23.305292 -0.1 0.4 -1.2
C 17.033212 13.075397 22.937688 -0.2 -0.2 -0.6
O 16.752199 12.912848 21.763050 -0.7 0.2 0.2
C 16.022349 13.295786 23.995895 0.8 0.2 -1.2
C 16.435069 13.108934 25.230948 0.0 -1.0 1.0
C 17.803147 12.555997 25.544683 -0.9 -0.2 0.8
O 18.003842 11.952822 26.582880 -0.2 0.4 -0.1
H 19.833206 12.574346 24.834709 0.4 -0.2 0.0
H 19.099992 13.035389 22.473000 0.6 0.0 -0.4
H 15.052310 13.569280 23.619997 -0.4 0.0 0.4
H 15.767798 13.057339 26.068292 -0.3 0.4 0.4
C 12.336707 12.172978 13.251555 0.5 -0.6 -0.3
C 12.129836 11.277263 12.242685 -0.1 2.1 1.5
C 10.830884 11.327163 11.557307 -1.1 -0.2 -0.2
O 10.644300 10.662902 10.563513 -0.1 -0.1 -0.3
C 9.701141 12.182014 12.103066 0.3 0.1 -0.1
C 9.938328 13.091412 13.052888 1.3 -1.8 0.7
C 11.312796 13.158719 13.756322 -1.9 1.6 -1.3
O 11.429270 14.104065 14.536968 1.0 -2.0 -0.6
H 13.325539 12.208027 13.684324 0.1 0.1 0.3
H 12.920863 10.642400 11.843956 -0.3 0.1 0.2
H 8.703712 12.000840 11.662828 0.7 0.2 0.2
H 9.175045 13.602483 13.594575 -0.5 0.7 -0.1
C 17.446919 14.176058 18.027388 -1.1 -2.6 -0.3
C 17.920988 14.065594 19.242679 1.5 0.8 1.5
C 18.812752 15.149378 19.800476 -1.3 0.0 -0.9
O 19.236479 14.993412 20.914309 0.9 0.4 0.8
C 18.981216 16.387744 18.978809 0.5 -0.4 1.3
C 18.549248 16.425590 17.742642 -0.6 0.0 -1.8
C 17.700158 15.277387 17.161139 0.9 2.8 0.9
O 17.099208 15.435326 16.132566 0.0 -0.2 -1.3
H 16.769200 13.415208 17.618914 0.3 0.3 0.1
H 17.751793 13.331726 20.035743 -0.3 -0.2 -0.8
H 19.462098 17.255911 19.415863 0.2 -0.1 0.2
H 18.729770 17.339431 17.147686 -0.4 -0.7 0.0
C 12.828169 9.143742 18.738292 -0.9 0.8 1.0
C 11.562502 9.621483 18.664956 2.1 -2.1 2.3
C 11.094304 10.142963 17.453480 -1.8 3.0 -2.9
O 9.957531 10.603464 17.289168 1.0 -0.9 0.5
C 12.063558 10.365362 16.308096 -0.8 -1.3 1.8
C 13.309945 9.954822 16.401349 -0.1 0.6 0.3
C 13.793653 9.423092 17.661783 1.3 -1.3 0.8
O 14.977169 9.176506 17.877445 -0.5 0.4 -0.4
H 13.234703 8.716978 19.679756 -0.3 0.3 -0.9
H 10.944761 9.550940 19.546454 -0.5 0.1 -0.2
H 11.606533 10.790324 15.469375 -0.4 0.6 -1.2
H 14.013710 10.140048 15.645086 0.9 0.0 -1.0
C 21.426712 21.093876 19.269082 1.6 -1.0 0.3
C 20.674660 20.349424 18.147919 -1.3 -0.5 -0.3
C 21.618405 20.385629 16.929734 1.0 -0.8 1.7
O 22.914169 20.697036 17.469112 0.0 0.7 0.0
C 22.730149 21.564712 18.559802 0.1 0.8 0.9
H 21.724573 20.377134 20.077404 -0.4 0.5 -0.6
H 20.982558 21.949364 19.750720 -0.7 0.1 -0.1
H 19.629543 20.699031 17.956538 1.0 0.3 -0.1
H 20.465937 19.287462 18.348869 0.5 0.2 0.5
H 21.345637 21.115531 16.231379 -0.5 1.2 -1.3
H 21.809980 19.426181 16.469954 -0.7 -0.2 -0.3
H 22.658857 22.664163 18.323369 -0.2 -0.9 -0.5
H 23.628624 21.527296 19.198231 -0.3 -0.4 -0.2
C 18.164512 14.926806 10.665268 -1.1 0.0 2.1
C 17.011210 15.807057 11.174676 -0.7 -0.6 1.1
C 16.624486 15.097331 12.506600 1.6 0.2 0.4
O 16.808576 13.701646 12.279588 0.0 0.1 -1.2
C 17.425002 13.557396 10.986244 1.4 0.5 0.1
H 19.084720 15.181844 11.331627 -1.4 -1.0 -1.3
H 18.361864 15.074647 9.623566 0.3 -0.1 -0.5
H 16.100720 15.769118 10.540360 0.7 0.0 0.0
H 17.246213 16.825249 11.391394 0.3 0.8 -0.1
H 15.648408 15.321058 12.848642 -1.4 0.0 0.0
H 17.243323 15.316242 13.411311 0.1 0.4 -0.8
H 16.684651 13.318095 10.195768 0.3 0.2 0.4
H 18.159211 12.768646 11.075249 0.0 -0.5 -0.1
C 19.685859 16.679225 26.194637 0.0 -0.4 0.2
C 18.282999 16.282953 26.773093 0.6 -0.4 -1.1
C 17.891418 17.559367 27.473040 -1.7 0.0 -0.7
O 18.459091 18.622579 26.728819 0.1 -0.2 0.1
C 19.782546 18.171718 26.401681 -0.8 1.1 -0.4
H 19.797828 16.400531 25.151721 0.0 -0.1 -0.1
H 20.531400 16.308795 26.761325 0.0 -0.9 0.0
H 18.308039 15.437512 27.484844 0.0 0.2 -0.6
H 17.549939 16.103545 25.907512 1.1 0.0 1.3
H 18.137079 17.551619 28.545049 0.0 0.3 -0.2
H 16.816816 17.609568 27.266272 -0.1 0.6 1.0
H 20.381559 18.413353 27.265770 0.7 0.0 0.3
H 20.123165 18.734003 25.524002 -0.3 -0.2 0.5
C 17.499129 10.758759 13.552672 -0.6 -0.1 -0.2
C 17.367865 9.626212 14.554311 -0.6 -1.3 -0.6
C 16.089715 8.889621 14.087241 -0.6 0.3 0.5
O 15.223074 9.858923 13.418696 1.5 -0.6 0.7
C 16.106775 10.786055 12.796351 -0.2 2.0 -0.1
H 18.277651 10.454506 12.849513 0.1 0.7 0.0
H 17.739180 11.668603 14.136104 -0.1 -0.1 -1.0
H 17.231499 9.914263 15.587385 0.1 0.4 0.2
H 18.237526 8.954902 14.472588 -0.3 0.1 0.3
H 15.521777 8.534287 14.958754 0.2 -0.3 -0.4
H 16.335806 8.075240 13.400877 -0.2 0.0 0.0
H 15.643807 11.811300 12.936835 0.5 -1.2 -0.4
H 16.170172 10.593638 11.681163 0.2 0.0 1.2
C 23.915925 13.747606 22.867027 0.7 0.2 1.2
C 23.671321 13.096435 24.243335 -0.1 0.7 0.6
C 22.576788 12.077587 23.873960 0.2 0.4 0.8
O 21.821606 12.724365 22.875387 -0.7 -0.5 -0.3
C 22.536518 13.819307 22.300726 -1.4 0.8 0.8
H 24.573271 13.017585 22.475623 0.5 -0.6 -1.6
H 24.477727 14.693189 22.912605 -0.4 -0.2 0.0
H 23.363221 13.863841 24.957018 -0.5 -0.2 0.1
H 24.605806 12.712817 24.668433 -0.3 -0.4 -0.2
H 21.893371 11.690489 24.654587 0.4 0.7 0.0
H 23.030424 11.184722 23.490794 0.5 -0.7 -0.6
H 22.005421 14.727564 22.700503 0.6 -0.4 -0.6
H 22.366543 13.774177 21.231066 0.4 0.1 -0.3
C 22.304097 17.686918 21.869736 0.0 0.7 -2.2
C 23.058695 18.413326 22.975714 1.7 -1.7 0.8
C 21.985914 18.445040 24.050511 0.3 -1.2 0.7
O 20.728073 18.643284 23.446374 0.5 -1.1 -0.9
C 20.852646 18.116947 22.089075 -0.6 -0.3 0.9
H 22.506019 16.602829 21.805592 -0.5 0.4 0.6
H 22.523811 18.020323 20.818031 0.3 0.0 1.1
H 23.527587 19.320758 22.693933 -0.2 1.3 -0.5
H 23.977215 17.820929 23.347519 -1.5 0.5 -0.5
H 22.004622 19.169403 24.838837 0.7 0.5 0.4
H 22.105880 17.423609 24.519645 -0.7 0.7 -0.1
H 20.513020 18.959571 21.523191 0.3 0.5 -1.0
H 20.153070 17.310569 21.876879 -0.1 -0.3 0.4
C 14.073657 14.116816 17.091360 -1.2 1.3 -1.0
C 14.021446 15.420873 16.218333 0.4 0.3 0.7
C 14.616409 16.502953 17.178033 0.7 0.7 -1.7
O 14.983428 15.844582 18.336378 0.4 0.2 1.0
C 14.159270 14.722547 18.474788 -0.4 -0.5 2.2
H 14.891912 13.496871 16.826697 1.1 -0.4 0.0
H 13.194001 13.532947 16.837812 -0.3 0.0 0.5
H 12.974191 15.610885 16.000587 0.1 0.2 -0.2
H 14.614319 15.410643 15.298847 -0.2 -0.4 0.1
H 13.970971 17.367546 17.338852 -0.6 -0.2 0.3
H 15.559103 16.948398 16.819859 -0.4 -0.2 -0.3
H 13.197170 15.073598 18.974358 0.6 -0.7 -1.0
H 14.677386 14.127269 19.255351 -0.4 -0.2 -0.6
C 16.258494 19.089860 14.454321 -2.4 -1.0 0.0
C 16.211135 20.444817 15.191543 -0.6 -1.3 1.0
C 17.248528 20.190766 16.273623 -0.9 -2.6 0.2
O 18.200699 19.297187 15.656031 1.5 0.6 0.1
C 17.695555 18.702226 14.470633 1.3 -0.4 -1.0
H 15.834172 19.102402 13.424493 0.2 0.1 0.7
H 15.655332 18.329340 15.044470 0.6 0.8 -0.6
H 15.231025 20.647670 15.690020 0.7 0.1 -0.9
H 16.532375 21.187837 14.493700 0.0 0.9 -0.1
H 16.881043 19.536089 17.115238 -0.5 0.9 -0.6
H 17.637210 21.046203 16.773494 1.0 0.8 -0.2
H 17.918854 17.584415 14.481699 -0.5 1.3 0.2
H 18.216195 19.100344 13.528494 -0.4 -0.2 1.2
```
Positions in Å, forces in eV/Å.

Properties
frontier orbital gap = 7.7 eV
highest occupied orbital energy = -9.57 eV
LUMO energy = -1.84 eV

Results of the Mulliken charge analysis, in e, for atoms 1 through 99: number 1, C, carries -0.643; number 2, C, carries -0.724; number 3, C, carries 0.560; number 4, O, carries -0.544; number 5, C, carries -0.014; number 6, C, carries -0.463; number 7, C, carries 0.434; number 8, O, carries -0.613; number 9, H, carries 0.453; number 10, H, carries 0.524; number 11, H, carries 0.445; number 12, H, carries 0.512; number 13, C, carries -0.367; number 14, C, carries -0.269; number 15, C, carries 0.350; number 16, O, carries -0.608; number 17, C, carries -0.258; number 18, C, carries -0.527; number 19, C, carries 0.060; number 20, O, carries -0.426; number 21, H, carries 0.703; number 22, H, carries 0.495; number 23, H, carries 0.421; number 24, H, carries 0.523; number 25, C, carries -0.967; number 26, C, carries -0.661; number 27, C, carries -0.270; number 28, O, carries -0.581; number 29, C, carries 0.266; number 30, C, carries 0.719; number 31, C, carries 0.262; number 32, O, carries -0.707; number 33, H, carries 0.682; number 34, H, carries 0.633; number 35, H, carries 0.417; number 36, H, carries 0.309; number 37, C, carries -0.139; number 38, C, carries -0.233; number 39, C, carries 0.131; number 40, O, carries -0.204; number 41, C, carries -0.217; number 42, C, carries -0.460; number 43, C, carries -0.057; number 44, O, carries -0.627; number 45, H, carries 0.305; number 46, H, carries 0.593; number 47, H, carries 0.324; number 48, H, carries 0.497; number 49, C, carries -0.755; number 50, C, carries -0.833; number 51, C, carries 0.273; number 52, O, carries -0.590; number 53, C, carries -0.650; number 54, C, carries -0.032; number 55, C, carries 0.478; number 56, O, carries -0.110; number 57, H, carries 0.759; number 58, H, carries 0.610; number 59, H, carries 0.325; number 60, H, carries 0.554; number 61, C, carries -0.083; number 62, C, carries -1.389; number 63, C, carries 0.207; number 64, O, carries -0.665; number 65, C, carries -0.419; number 66, C, carries 0.207; number 67, C, carries 0.243; number 68, O, carries -0.506; number 69, H, carries 0.823; number 70, H, carries 0.659; number 71, H, carries 0.502; number 72, H, carries 0.329; number 73, C, carries -0.253; number 74, C, carries 0.741; number 75, C, carries -0.235; number 76, O, carries -0.605; number 77, C, carries -0.505; number 78, C, carries -0.826; number 79, C, carries 0.164; number 80, O, carries -0.609; number 81, H, carries 0.339; number 82, H, carries 0.500; number 83, H, carries 0.586; number 84, H, carries 0.445; number 85, C, carries -0.539; number 86, C, carries -0.100; number 87, C, carries 0.203; number 88, O, carries -0.538; number 89, C, carries -0.545; number 90, C, carries -0.443; number 91, C, carries 0.358; number 92, O, carries -0.496; number 93, H, carries 0.712; number 94, H, carries 0.552; number 95, H, carries 0.383; number 96, H, carries 0.417; number 97, C, carries -1.163; number 98, C, carries 0.852; number 99, C, carries 0.650